1.
Entry from the Open Molecules 2025 dataset: a structure of composition C24H26BBrN8O2Os (ωB97M-V with the def2-TZVPD basis set).

Results
HOMO level (alpha / beta), eV: -11.35 / -11.35
Kohn-Sham gap (alpha / beta), eV: 5.901 / 5.666
Energy relative to the best compared isomer or geometry (same formula, charge and spin), kcal/mol: 49.61
2S+1: 2
Charge: +1
LUMO level (alpha / beta), Eh: -0.20017 / -0.20883
⟨S²⟩: 0.7591

Each line ends with the Mulliken spin population.
Geometry (Å):
Os (-0.07, -0.20, -0.20)  0.84
Br (2.80, -4.85, 0.05)  0.00
O (1.12, -2.53, 1.01)  0.03
O (-0.34, -2.16, -0.59)  0.06
N (2.01, 0.14, -0.17)  0.05
N (2.56, 0.88, 0.81)  -0.02
N (2.67, 2.57, 2.62)  0.00
N (0.00, 1.92, -0.10)  -0.03
N (-0.04, 0.04, 2.17)  -0.02
N (0.82, 0.93, 2.66)  0.00
N (0.76, 2.59, 0.80)  0.00
N (3.42, 1.78, 3.40)  0.00
C (-0.72, 2.81, -0.80)  0.01
C (-2.14, -0.08, -0.36)  0.06
C (0.31, -2.94, 0.20)  -0.01
C (0.76, 0.89, 4.01)  0.00
C (0.65, -6.69, -0.23)  0.00
C (-0.64, -0.59, 3.17)  0.00
C (-1.36, -4.78, -0.02)  0.00
C (-0.15, -0.07, 4.37)  0.00
C (0.50, 3.90, 0.68)  0.03
C (4.20, -0.19, -0.21)  -0.01
C (-1.68, -6.12, -0.17)  0.00
C (3.92, 3.88, 3.87)  0.00
C (2.97, 3.86, 2.88)  0.00
C (-0.43, 4.09, -0.32)  0.00
C (-0.03, -4.39, 0.05)  0.00
C (4.18, 2.53, 4.17)  0.00
C (3.89, 0.70, 0.80)  0.01
C (0.97, -5.36, -0.04)  0.00
C (-1.62, -1.68, 2.98)  -0.01
C (-1.64, 2.42, -1.90)  0.01
C (2.73, -1.42, -1.95)  0.01
C (5.14, 1.95, 5.14)  0.00
C (-0.68, -7.07, -0.29)  0.00
C (2.99, -0.52, -0.80)  0.00
B (1.71, 1.79, 1.73)  -0.02
H (4.54, 1.19, 1.49)  0.00
H (4.37, 4.75, 4.32)  0.00
H (2.37, -2.38, -1.58)  0.00
H (1.37, 1.53, 4.62)  0.00
H (-1.12, -2.56, 2.58)  0.00
H (1.43, -7.43, -0.35)  0.00
H (-2.65, -0.82, -0.96)  0.01
H (-0.44, -0.35, 5.36)  0.00
H (-2.72, -6.42, -0.20)  0.00
H (-2.13, -4.04, 0.04)  0.00
H (5.16, -0.56, -0.49)  0.00
H (5.86, 1.32, 4.62)  0.00
H (1.99, -1.00, -2.64)  0.00
H (-2.40, -1.38, 2.28)  0.00
H (-2.07, -1.95, 3.93)  0.00
H (-0.93, -8.11, -0.43)  0.00
H (-0.84, 5.02, -0.66)  0.00
H (0.96, 4.64, 1.30)  0.00
H (-2.07, 3.31, -2.35)  0.00
H (4.61, 1.32, 5.86)  0.00
H (5.66, 2.74, 5.67)  0.00
H (-2.75, 0.35, 0.43)  0.00
H (-2.43, 1.79, -1.50)  0.00
H (2.53, 4.68, 2.37)  0.00
H (3.66, -1.61, -2.49)  0.00
H (-1.11, 1.85, -2.66)  0.00

***

2.
Entry from the Open Molecules 2025 dataset: a structure of composition C24H26BrCsF3N5O2S3Sb (ωB97M-V with the def2-TZVPD basis set).

Results
HOMO level (alpha / beta), eV: -0.84 / -1.78
Kohn-Sham gap (alpha / beta), eV: 4.318 / 5.255
Energy relative to the best compared isomer or geometry (same formula, charge and spin), kcal/mol: 2.84
2S+1: 2
Charge: -2
LUMO level (alpha / beta), Eh: 0.12774 / 0.12774
⟨S²⟩: 0.7603

Each line ends with the Mulliken spin population.
Geometry (Å):
Cs (1.14, 1.32, -1.01)  0.02
Sb (1.03, 0.35, -4.96)  0.40
Br (8.40, 3.70, 2.81)  0.00
S (1.96, -1.75, -5.08)  0.23
S (2.36, 1.96, -3.90)  0.19
S (-1.11, 0.31, -3.97)  0.15
F (1.85, -6.93, -3.57)  0.00
F (0.01, -7.40, -2.54)  0.00
F (-0.05, -6.59, -4.54)  0.00
O (2.22, 1.09, 1.42)  0.00
O (1.77, 3.27, 1.15)  0.00
N (-0.70, 0.76, 2.24)  0.00
N (-2.30, 1.83, 0.44)  -0.01
N (-2.89, -0.19, -1.20)  0.01
N (0.50, -2.60, -1.63)  0.00
N (-1.47, -1.83, 0.89)  0.00
C (4.33, 3.94, 2.08)  0.00
C (0.59, -6.50, -3.37)  -0.01
C (0.55, -5.11, -2.78)  0.00
C (-3.64, 4.20, 0.62)  0.00
C (-2.77, -2.11, 0.31)  0.00
C (-3.60, -0.92, -0.18)  0.00
C (-0.13, -2.83, -2.77)  -0.02
C (4.97, 1.67, 1.68)  0.00
C (2.53, 2.31, 1.41)  0.00
C (-3.21, 2.13, -0.48)  0.01
C (6.29, 1.98, 1.98)  0.00
C (-3.43, 1.09, -1.56)  -0.01
C (5.64, 4.26, 2.41)  0.00
C (1.19, -3.60, -1.07)  -0.01
C (3.98, 2.64, 1.72)  0.00
C (-0.13, -4.09, -3.38)  0.02
C (-2.70, 3.86, 1.58)  0.00
C (1.25, -4.87, -1.60)  0.01
C (6.60, 3.27, 2.36)  0.00
C (-3.91, 3.33, -0.42)  0.00
C (-2.05, 2.64, 1.45)  0.00
C (-1.65, -0.17, 2.81)  0.00
C (-1.38, -1.58, 2.31)  0.00
C (-0.97, 2.16, 2.42)  0.00
H (5.91, 5.27, 2.70)  0.00
H (-2.06, -2.29, 2.81)  0.00
H (-4.58, -1.29, -0.52)  0.00
H (-1.29, 2.42, 3.45)  0.00
H (-1.00, -1.11, 0.35)  0.00
H (-0.06, 2.71, 2.20)  0.00
H (-2.65, -2.79, -0.53)  0.00
H (-4.17, 5.15, 0.69)  0.00
H (-2.48, 4.51, 2.42)  0.00
H (0.27, 0.53, 2.39)  0.00
H (-3.35, -2.66, 1.07)  0.00
H (-2.92, 1.42, -2.47)  0.01
H (1.82, -5.65, -1.10)  0.00
H (3.55, 4.69, 2.08)  0.00
H (-2.62, -0.72, -2.01)  0.00
H (-4.51, 1.08, -1.79)  0.00
H (-3.79, -0.24, 0.66)  0.00
H (7.06, 1.22, 1.94)  0.00
H (-0.65, -4.22, -4.32)  0.00
H (-1.63, -0.18, 3.92)  0.00
H (4.68, 0.66, 1.40)  0.00
H (-0.38, -1.86, 2.66)  0.00
H (1.71, -3.38, -0.15)  0.00
H (-0.61, -1.98, -3.24)  0.01
H (-2.65, 0.15, 2.52)  0.00
H (-4.65, 3.57, -1.18)  0.00

***

3.
Entry from the Open Molecules 2025 dataset: a cluster of 5 separate species, C24H26BrF4IO15 in total (ωB97M-V with the def2-TZVPD basis set).

Results
Structure (SMILES): C#CC[C@]1(CC(=O)I)COC(=O)[C@H]1[C@H](Br)CC.O=C1OC[C@@H](F)O1.O=C1OC[C@@H](F)O1.O=C1OC[C@@H](F)O1.O=C1OC[C@@H](F)O1
HOMO level, eV: -10.02
Kohn-Sham gap, eV: 10.071
2S+1: 1
LUMO level, Eh: 0.00202

Each line ends with the Mulliken charge.
Geometry (Å):
I (3.69, 2.46, 2.06)  0.03
Br (-4.29, 1.10, 0.96)  -0.08
F (-6.89, 0.07, -0.91)  -0.26
F (6.73, 0.88, 3.11)  -0.29
F (-4.52, 2.76, -8.10)  -0.29
F (7.01, -6.39, -1.33)  -0.28
O (-8.35, 0.17, 0.81)  -0.28
O (-5.04, 2.98, -4.71)  -0.27
O (-4.46, 0.90, -4.08)  -0.51
O (0.33, -0.18, 2.52)  -0.37
O (-10.00, -0.49, 2.20)  -0.50
O (11.35, -7.31, -1.20)  -0.49
O (-1.70, -1.23, 2.77)  -0.55
O (9.09, -7.26, -1.29)  -0.32
O (6.71, -3.27, 1.54)  -0.53
O (10.22, -5.50, -0.48)  -0.33
O (-4.51, 1.45, -6.27)  -0.30
O (2.02, 3.58, -0.05)  -0.42
O (7.21, -2.49, 3.59)  -0.31
O (-8.89, -2.01, 0.97)  -0.31
O (6.45, -1.08, 2.03)  -0.27
C (7.29, -1.17, 4.15)  -0.39
C (-2.65, 1.50, 2.00)  0.16
C (-7.29, -0.56, 0.22)  0.39
C (-1.46, 0.75, 1.32)  -0.87
C (10.33, -6.74, -1.01)  0.65
C (1.87, 2.98, 0.95)  -0.30
C (0.79, 0.19, 1.20)  -1.09
C (-4.65, 1.70, -4.93)  0.67
C (8.85, -5.12, -0.54)  -0.12
C (-0.09, 1.34, -0.75)  -1.35
C (-5.17, 2.51, -6.94)  0.30
C (0.52, 2.57, 1.53)  -0.54
C (6.79, -2.37, 2.31)  0.63
C (-1.01, -0.38, 2.33)  0.11
C (8.15, -6.45, -0.60)  0.32
C (-5.02, 3.65, -5.97)  -0.41
C (-1.31, 1.88, -1.39)  -1.13
C (-2.53, 3.00, 2.27)  -0.84
C (6.34, -0.41, 3.27)  0.29
C (-0.15, 1.39, 0.81)  1.75
C (-9.17, -0.75, 1.41)  0.58
C (-2.31, 2.01, -2.04)  0.62
C (-7.93, -1.89, -0.08)  -0.42
C (-2.67, 3.93, 1.06)  -1.15
H (-5.84, 4.37, -6.04)  0.25
H (7.00, -1.17, 5.19)  0.27
H (-4.08, 4.18, -6.09)  0.29
H (-3.23, 2.03, -2.59)  0.57
H (-1.91, 0.16, 0.52)  0.67
H (-8.44, -1.89, -1.05)  0.28
H (0.62, 2.34, 2.59)  0.71
H (-2.88, 4.93, 1.45)  0.41
H (-3.51, 3.68, 0.40)  0.34
H (8.56, -4.53, 0.33)  0.03
H (1.87, 0.35, 1.17)  0.29
H (7.94, -6.89, 0.37)  0.29
H (-3.36, 3.26, 2.94)  0.44
H (8.67, -4.52, -1.44)  0.27
H (-7.22, -2.71, -0.06)  0.28
H (-1.77, 4.01, 0.44)  0.28
H (8.32, -0.80, 4.06)  0.27
H (-1.63, 3.28, 2.82)  0.44
H (-0.08, 3.49, 1.50)  0.08
H (-2.84, 1.01, 2.96)  0.51
H (-6.20, 2.22, -7.16)  0.28
H (-6.45, -0.61, 0.92)  0.11
H (5.30, -0.43, 3.60)  0.30
H (0.08, 0.31, -1.05)  0.40
H (0.74, 1.92, -1.16)  0.50
H (0.64, -0.74, 0.63)  0.52

***

4.
Entry from the Open Molecules 2025 dataset: a structure of composition C24H26ClIrN3 (ωB97M-V with the def2-TZVPD basis set).

Results
HOMO level (alpha / beta), eV: -11.38 / -14.15
Kohn-Sham gap (alpha / beta), eV: 3.930 / 2.646
Energy relative to the best compared isomer or geometry (same formula, charge and spin), kcal/mol: 0.00
2S+1: 6
Charge: +2
LUMO level (alpha / beta), Eh: -0.27363 / -0.42271
⟨S²⟩: 8.8092

Each line ends with the Mulliken spin population.
Geometry (Å):
Ir (-0.19, -0.44, -0.25)  1.79
Cl (0.19, 0.57, -4.96)  0.00
N (-0.06, 1.38, 11.01)  0.24
N (-0.24, -0.37, 2.27)  0.20
N (0.14, -0.18, 4.40)  0.10
C (-2.10, 1.17, 0.56)  0.17
C (1.14, -2.14, 0.21)  0.12
C (0.09, -1.55, 4.11)  0.00
C (-1.19, 0.99, 7.65)  0.05
C (-0.09, 1.05, 9.88)  -0.01
C (2.05, -1.36, 1.01)  0.44
C (-2.17, -1.14, 0.38)  0.08
C (-0.83, 1.82, -7.15)  0.00
C (1.64, 1.39, -7.11)  0.00
C (1.98, -0.37, -1.05)  0.29
C (-0.08, 0.69, 8.47)  0.20
C (0.08, 0.27, 5.74)  0.25
C (0.26, 0.83, -6.73)  0.00
C (1.06, 0.05, 7.93)  0.04
C (-1.91, 0.85, -0.82)  0.22
C (1.16, -1.58, -1.14)  0.01
C (1.10, -0.21, 6.57)  0.03
C (2.46, -0.22, 0.28)  0.10
C (-1.10, 0.78, 6.27)  0.04
C (0.04, -0.52, -7.44)  0.00
C (-2.01, -0.61, -0.97)  0.08
C (-2.40, -0.02, 1.26)  0.49
C (-0.07, 0.51, 3.23)  -0.02
C (-0.35, -1.64, 2.83)  0.02
H (1.89, -0.25, 8.58)  0.00
H (0.16, -2.33, 4.85)  0.00
H (-1.83, 1.44, -6.89)  0.00
H (0.81, -1.24, -7.16)  0.00
H (-0.69, 2.79, -6.66)  0.00
H (2.44, 0.69, -6.82)  0.00
H (-0.01, 1.62, 3.17)  -0.01
H (-2.22, -2.21, 0.60)  -0.01
H (-2.11, 1.39, 8.12)  0.00
H (-2.02, -1.18, -1.89)  -0.01
H (2.39, -1.65, 2.01)  0.03
H (-0.94, -0.93, -7.19)  0.00
H (-1.90, 1.55, -1.65)  0.01
H (0.08, -0.38, -8.53)  0.00
H (-0.80, 1.98, -8.24)  0.00
H (1.82, 2.35, -6.61)  0.00
H (0.77, -2.07, -2.03)  -0.01
H (-1.99, 2.18, 0.98)  0.02
H (-2.80, -0.08, 2.27)  0.03
H (1.70, 1.54, -8.19)  0.00
H (-1.97, 0.96, 5.64)  0.00
H (2.32, 0.19, -1.93)  0.01
H (0.61, -3.07, 0.46)  -0.01
H (1.92, -0.79, 6.14)  0.00
H (-0.61, -2.52, 2.26)  -0.01
H (3.02, 0.64, 0.66)  0.02

***

Repeat the fourth record exactly.
Entry from the Open Molecules 2025 dataset: a structure of composition C24H26ClIrN3 (ωB97M-V with the def2-TZVPD basis set).

Results
HOMO level (alpha / beta), eV: -11.38 / -14.15
Kohn-Sham gap (alpha / beta), eV: 3.930 / 2.646
Energy relative to the best compared isomer or geometry (same formula, charge and spin), kcal/mol: 0.00
2S+1: 6
Charge: +2
LUMO level (alpha / beta), Eh: -0.27363 / -0.42271
⟨S²⟩: 8.8092

Each line ends with the Mulliken spin population.
Geometry (Å):
Ir (-0.19, -0.44, -0.25)  1.79
Cl (0.19, 0.57, -4.96)  0.00
N (-0.06, 1.38, 11.01)  0.24
N (-0.24, -0.37, 2.27)  0.20
N (0.14, -0.18, 4.40)  0.10
C (-2.10, 1.17, 0.56)  0.17
C (1.14, -2.14, 0.21)  0.12
C (0.09, -1.55, 4.11)  0.00
C (-1.19, 0.99, 7.65)  0.05
C (-0.09, 1.05, 9.88)  -0.01
C (2.05, -1.36, 1.01)  0.44
C (-2.17, -1.14, 0.38)  0.08
C (-0.83, 1.82, -7.15)  0.00
C (1.64, 1.39, -7.11)  0.00
C (1.98, -0.37, -1.05)  0.29
C (-0.08, 0.69, 8.47)  0.20
C (0.08, 0.27, 5.74)  0.25
C (0.26, 0.83, -6.73)  0.00
C (1.06, 0.05, 7.93)  0.04
C (-1.91, 0.85, -0.82)  0.22
C (1.16, -1.58, -1.14)  0.01
C (1.10, -0.21, 6.57)  0.03
C (2.46, -0.22, 0.28)  0.10
C (-1.10, 0.78, 6.27)  0.04
C (0.04, -0.52, -7.44)  0.00
C (-2.01, -0.61, -0.97)  0.08
C (-2.40, -0.02, 1.26)  0.49
C (-0.07, 0.51, 3.23)  -0.02
C (-0.35, -1.64, 2.83)  0.02
H (1.89, -0.25, 8.58)  0.00
H (0.16, -2.33, 4.85)  0.00
H (-1.83, 1.44, -6.89)  0.00
H (0.81, -1.24, -7.16)  0.00
H (-0.69, 2.79, -6.66)  0.00
H (2.44, 0.69, -6.82)  0.00
H (-0.01, 1.62, 3.17)  -0.01
H (-2.22, -2.21, 0.60)  -0.01
H (-2.11, 1.39, 8.12)  0.00
H (-2.02, -1.18, -1.89)  -0.01
H (2.39, -1.65, 2.01)  0.03
H (-0.94, -0.93, -7.19)  0.00
H (-1.90, 1.55, -1.65)  0.01
H (0.08, -0.38, -8.53)  0.00
H (-0.80, 1.98, -8.24)  0.00
H (1.82, 2.35, -6.61)  0.00
H (0.77, -2.07, -2.03)  -0.01
H (-1.99, 2.18, 0.98)  0.02
H (-2.80, -0.08, 2.27)  0.03
H (1.70, 1.54, -8.19)  0.00
H (-1.97, 0.96, 5.64)  0.00
H (2.32, 0.19, -1.93)  0.01
H (0.61, -3.07, 0.46)  -0.01
H (1.92, -0.79, 6.14)  0.00
H (-0.61, -2.52, 2.26)  -0.01
H (3.02, 0.64, 0.66)  0.02